Run w
The following is a quantum chemistry calculation of C44H41Cl3GeI2N5O6PSSn as an isolated structure, from the Open Molecules 2025 dataset.

Structure (XYZ):
```
105
Properties=species:S:1:pos:R:3:mulliken_charge:R:1
C -0.826 -2.280 -0.020 -1.0395
H 2.877 -1.842 1.280 -0.3653
C -1.485 7.229 -4.277 -0.9311
C 1.081 -2.878 0.847 0.8054
Sn 0.989 0.437 0.136 0.6067
H 5.193 1.126 -3.068 0.4737
H 4.218 2.942 3.784 0.5199
H 2.569 -3.217 2.341 0.2016
H -0.124 4.639 -7.839 0.4718
H -1.880 -2.423 -3.275 0.5455
I 1.831 3.390 1.879 0.1852
C -1.260 5.004 -2.674 1.1771
C -1.774 7.315 -2.946 -0.8872
C 1.847 0.615 3.116 -0.5652
C -0.354 4.706 -6.785 -1.1393
C -1.972 0.411 0.944 0.2841
H 3.872 -1.080 5.224 0.5226
H 0.107 2.634 -6.424 0.5558
C -0.451 0.225 2.921 -0.6445
C -3.294 0.016 -5.171 -0.8270
N 0.665 0.439 2.324 0.2298
H 4.257 3.290 -2.339 0.4719
C -1.067 6.004 -4.858 0.4050
C -0.530 3.638 -4.634 0.2812
C 1.419 1.781 -3.410 1.2173
C -0.762 5.892 -6.236 -0.6394
H -0.856 6.773 -6.858 0.4739
H -0.440 0.194 4.008 0.9766
C -2.016 -1.451 -3.729 -0.7062
C -3.301 0.318 0.465 0.7320
C 0.023 -5.915 6.067 -1.2521
H -2.094 8.252 -2.511 0.4443
C 3.700 1.992 3.799 -0.5736
H 3.733 -0.596 -4.071 0.5111
H 1.697 -5.217 1.717 0.5231
H -1.212 -5.581 2.631 0.5330
H -3.770 -2.042 -4.813 0.4576
O -1.949 -5.610 0.384 -0.6330
C 3.311 0.336 -3.720 -0.8390
Cl 7.130 -0.359 2.300 -0.2261
H -2.591 2.031 -5.339 0.4425
C 2.491 -2.858 1.314 -1.0878
C -4.061 -0.426 2.504 -1.1440
Cl 4.248 0.408 0.480 -0.2243
C -2.428 1.058 -4.894 -0.8579
C -1.740 0.083 2.285 0.2446
N 0.287 -3.966 0.868 0.2877
C -1.141 -0.423 -3.444 -0.3197
C -3.672 0.699 -0.939 -0.4768
H -0.276 -6.822 5.543 0.3351
O -0.995 0.792 0.091 0.0267
C 0.630 -5.244 1.513 -1.3183
H 1.787 -1.366 3.921 0.9177
H -0.323 -0.584 -2.752 0.2794
O -3.018 -3.903 -0.408 -0.6275
H 0.230 -6.393 3.271 0.6334
H 1.850 3.731 -2.564 0.3837
H -1.902 6.261 -1.062 0.5154
N 0.430 -1.842 0.310 0.1882
C -1.334 0.833 -4.046 1.5050
H -1.694 -4.797 5.266 0.4246
C -0.629 -4.676 5.470 -0.6868
H -0.511 -3.797 6.110 0.4868
C 3.498 -0.264 4.619 -0.8407
H -1.922 -1.459 4.690 0.0771
C -0.228 3.565 -5.978 -0.0373
N -2.052 -4.435 0.087 1.0655
C 4.180 0.944 4.574 -0.7439
O 1.536 -3.982 4.125 -0.8337
S 0.108 -4.140 3.952 1.3117
C 2.254 2.773 -2.875 -0.5698
H 0.427 -6.053 0.818 0.3724
H 5.086 1.080 5.150 0.4668
I -1.112 3.248 -1.519 0.3191
Cl 7.242 1.826 -0.460 -0.2510
O -0.625 -2.990 3.449 -0.5274
H -1.578 -1.669 -0.483 0.7747
H 1.109 -5.833 6.054 0.3475
H 1.324 -0.185 -4.315 0.5450
C -0.920 -3.580 0.324 -0.0777
O -2.188 0.449 5.309 -0.5467
P -0.282 2.178 -3.655 0.5323
N -4.289 -0.106 1.230 -0.6242
Ge 6.150 1.226 1.276 0.6808
C -2.819 -0.334 3.094 1.0873
C -0.142 -5.481 2.803 -0.7531
H -2.927 1.016 5.553 0.3467
H -3.794 1.781 -1.027 0.2119
H -4.131 0.176 -5.837 0.4930
C 2.327 -0.429 3.895 -0.2426
C -3.086 -1.231 -4.594 -0.7829
H -4.633 0.248 -1.174 0.4644
C 1.949 0.561 -3.846 -0.3247
C -1.663 6.177 -2.115 -0.6600
H -3.610 -1.035 4.947 0.6257
H -4.918 -0.770 3.073 0.4162
C 4.131 1.309 -3.167 -0.5562
C 2.538 1.818 3.062 -0.0814
C -0.949 4.854 -4.041 -0.3300
C -2.659 -0.665 4.561 -1.0449
C 3.605 2.531 -2.752 -0.8671
H -2.930 0.374 -1.669 -0.1556
H 3.116 -3.481 0.671 0.5781
H -1.573 8.101 -4.913 0.4617
H -0.293 -6.018 7.103 0.4071
```

Computed properties:
Expectation value of S² ... 0.75
Multiplicity ... 2
Gap between HOMO and LUMO (spin up / spin down) ... 5.75 / 5.82 eV
Charge ... +3
Molecular weight ... 1350.37 g/mol

=====

Run x
The following is a quantum chemistry calculation of C44H41Cl3GeI2N5O6PSSn as an isolated structure, from the Open Molecules 2025 dataset.

Structure (XYZ):
```
105
Properties=species:S:1:pos:R:3:mulliken_charge:R:1
C 5.488 0.270 3.563 -1.3212
C -3.380 4.382 0.206 -0.5707
Ge 0.672 -4.131 -4.782 0.6875
C -4.227 -3.186 3.036 -0.8411
H 3.086 1.751 2.836 0.2218
C -3.160 -4.022 3.153 -1.0285
C 2.840 1.548 -3.947 0.1381
H -0.812 -0.760 2.852 0.4425
C 4.226 -1.863 0.893 -0.8178
S 4.324 -1.305 5.541 1.2398
N 4.845 -0.390 2.417 0.5738
C 5.064 -1.662 1.935 -0.5715
C -1.277 3.203 -0.379 0.1065
C -3.009 3.118 -3.049 -0.7827
O 0.767 0.377 -0.175 0.2641
C -0.970 0.725 1.342 -0.0439
O -2.385 5.272 -0.471 -0.3429
C -0.980 1.862 -1.085 1.2499
C -3.293 -0.935 0.182 1.5477
N 3.482 -0.716 0.721 0.4517
H 5.228 0.874 5.573 0.5211
C 3.527 1.781 -5.125 -0.6374
H 4.134 -2.745 0.282 0.7885
H -6.402 0.225 0.933 0.5122
C -3.109 -2.553 -2.464 -0.8939
Cl 1.930 -4.539 -6.434 -0.2193
C -1.708 -1.043 -3.721 0.1455
H -1.599 -1.402 -5.825 0.5384
Cl 0.710 -5.672 -3.313 -0.2561
C -2.306 4.174 -2.622 -1.0991
C -2.534 3.174 0.450 0.2728
O 6.943 -2.227 3.113 -0.5923
C -4.260 -2.181 2.041 0.6508
H -1.250 -4.572 2.334 0.5514
C 2.788 -1.121 6.416 -0.7638
H -3.774 2.295 1.899 0.4593
C -5.412 -1.363 1.952 -0.8869
H -4.079 -4.087 -3.593 0.5099
O 5.857 -3.753 2.044 -0.5826
C -3.413 -3.237 -3.629 -0.6947
H -0.423 3.470 0.255 0.7767
C -5.514 -0.385 1.010 -1.3286
H -3.134 -4.794 3.909 0.4648
H 3.691 0.846 4.707 0.3542
H 0.867 2.068 -7.195 0.4643
H -3.555 3.260 -3.975 0.5644
C 1.568 -1.083 5.516 -0.7515
O 5.350 -1.574 6.499 -0.6567
H -0.053 3.036 -2.747 0.5811
C 0.743 1.696 -5.093 0.0995
H 0.657 -0.652 1.856 0.1655
H -3.931 1.168 -2.858 0.6897
H 4.606 1.827 -5.135 0.4892
H -4.516 0.633 -0.582 0.3973
C -0.019 2.066 -2.247 -1.1387
H -6.220 -1.541 2.648 0.4644
H 1.524 -1.973 4.891 0.3172
H 6.415 -0.267 3.751 0.5134
C -0.147 -0.087 2.312 -2.0216
H 3.334 2.127 -7.226 0.4470
C 1.423 1.923 -6.280 -0.9883
H 5.754 1.281 3.246 0.4927
C 4.643 0.330 4.831 -0.6803
H 0.270 0.603 3.048 0.4375
H -0.340 1.645 -5.081 0.4696
C 2.806 1.958 -6.300 -0.7301
H -2.320 5.058 -3.251 0.6065
C 3.877 0.146 1.659 0.2317
Cl 1.512 -2.364 -3.770 -0.2667
H -5.075 -3.279 3.701 0.4581
C -3.172 -2.003 1.137 0.2201
C -2.836 2.248 1.361 -1.2604
N 0.755 1.176 -2.708 1.0838
C -4.436 -0.171 0.138 -0.3707
O 4.111 -2.196 4.421 -0.5570
C -2.251 1.235 -1.622 0.0187
C -1.524 4.359 -1.361 -0.3070
H 2.892 -0.224 7.027 0.3901
H -3.685 4.924 1.100 0.4372
I -0.441 -2.992 -0.001 0.5686
C -3.114 1.773 -2.480 -0.3678
C -0.494 0.713 -0.122 0.8584
C 1.446 1.497 -3.911 -0.8605
C -2.084 -3.890 2.258 -0.6146
C -2.020 -1.727 -4.883 -0.8667
H -1.034 -0.199 -3.767 -0.0911
H 1.580 -0.206 4.866 0.0189
C 3.366 1.529 1.806 -0.8186
P -2.024 -0.460 -1.008 -0.4863
C -2.263 -1.446 -2.510 1.5370
N -1.978 1.298 1.854 -0.1956
H -3.129 -3.343 -5.752 0.4396
C -2.095 -2.921 1.289 0.3234
H 4.123 2.257 1.506 0.4942
H -4.213 4.255 -0.489 0.2515
C -2.876 -2.820 -4.841 -0.7972
H -3.546 -2.881 -1.530 0.4296
H -2.810 5.985 -0.984 0.5516
H 2.487 1.651 1.175 -0.3912
I 3.915 1.389 -2.161 0.1600
H 0.669 -1.033 6.126 0.4857
Sn 2.132 -0.869 -1.103 0.7727
N 6.047 -2.622 2.406 1.2054
H 2.780 -1.976 7.093 0.4114
H -0.643 4.982 -1.527 0.4778
```

Computed properties:
Expectation value of S² ... 0.75
Multiplicity ... 2
Gap between HOMO and LUMO (spin up / spin down) ... 6.40 / 6.67 eV
Charge ... +3
Molecular weight ... 1350.37 g/mol

=====

Energetically preferred structure: run w | next structure: +0.1697 hartree

=====

Run w
The following is a quantum chemistry calculation of a 3-piece molecular cluster, CH10N2O2 overall, from the Open Molecules 2025 dataset.

Structure (XYZ):
```
15
Properties=species:S:1:pos:R:3:mulliken_charge:R:1
H 1.425 -0.308 0.967 0.2799
H -1.588 2.939 -1.104 0.3159
H 0.109 -1.523 1.366 0.4238
N 0.024 -0.853 -0.488 -0.5883
N -0.471 0.491 1.651 -0.6017
H 2.878 -2.742 -1.475 0.3292
H -1.528 0.406 1.511 0.2334
H -2.347 2.452 0.049 0.2993
H -0.218 1.451 1.203 0.3108
O 2.367 -1.937 -1.689 -0.6690
O -1.876 3.202 -0.250 -0.6334
H -0.765 -1.369 -0.501 0.2034
H 1.676 -1.735 -1.113 0.4392
C 0.273 -0.552 0.932 -0.5397
H 0.041 0.079 -1.059 0.1971
```

Computed properties:
Gap between HOMO and LUMO ... 10.16 eV
Structure (SMILES) ... NCN.O.O
Molecular weight ... 82.10 g/mol

=====

Run x
The following is a quantum chemistry calculation of a 3-piece molecular cluster, CH10N2O2 overall, from the Open Molecules 2025 dataset.

Structure (XYZ):
```
15
Properties=species:S:1:pos:R:3:mulliken_charge:R:1
H 3.640 0.849 -1.866 0.3104
H -0.399 2.576 1.015 0.2923
N 0.820 1.015 1.055 -0.4813
H -1.733 -4.048 -2.547 0.3197
O 3.146 0.053 -1.811 -0.6339
H -0.520 2.257 3.204 0.2100
O -2.612 -3.682 -2.510 -0.6381
H 0.942 0.078 0.689 0.1940
H 2.372 0.111 -2.378 0.3167
N -1.035 1.590 2.677 -0.5056
H -2.714 -2.981 -3.146 0.3183
C -0.499 1.523 1.334 -0.4084
H 1.520 1.181 1.759 0.1683
H -1.246 1.080 0.677 0.3488
H -1.284 0.757 3.152 0.1887
```

Computed properties:
Gap between HOMO and LUMO ... 9.41 eV
Structure (SMILES) ... NCN.O.O
Molecular weight ... 82.10 g/mol

=====

Energetically preferred structure: run x | next structure: +0.0106 hartree